87
Properties=species:S:1:pos:R:3:lowdin_charge:R:1 method="wB97M-V/def2-TZVPD" energy_ha=-7992.08279 de_lowest_kj_mol=469.6 orbital_gap_ev="5.0 / 5.0"
Sc 0.2641 -0.0711 -0.4619 1.214
C -5.8021 -0.4639 -3.2519 -0.082
C -5.2457 -1.5025 -4.0334 -0.074
C -3.9104 -1.8210 -3.9721 -0.009
C -3.1079 -1.0871 -3.0893 -0.103
C -1.7009 -1.1231 -2.7963 -0.273
N -0.8228 -1.8280 -3.4460 0.215
C 0.4660 -1.8369 -3.1814 -0.263
C 1.4176 -2.7549 -3.7230 -0.095
C 1.3687 -3.6591 -4.7974 -0.013
C 2.4711 -4.4397 -5.0292 -0.075
C 3.6318 -4.3625 -4.2172 -0.081
C 3.6900 -3.5023 -3.1537 -0.011
C 2.5661 -2.6924 -2.9133 -0.096
C 2.2481 -1.7452 -1.9083 -0.240
N 3.0684 -1.4394 -0.8202 0.172
C 3.2494 0.3630 0.8181 -0.405
N 2.7728 1.5030 0.0281 0.203
C 2.1840 2.3091 0.8469 -0.310
N 1.4520 3.4015 0.4982 0.215
C 0.3052 3.2571 -0.0420 -0.274
N -0.3782 2.0790 -0.4013 0.041
C -1.6840 2.4482 -0.6482 -0.312
N -2.7077 1.7411 -1.0013 0.199
C -2.5689 0.5254 -1.5921 -0.272
N -1.4307 -0.1551 -1.7931 0.055
C -3.6597 -0.0658 -2.3182 -0.118
C -5.0162 0.2709 -2.3984 -0.016
C -1.8353 3.9132 -0.5068 -0.128
C -2.9377 4.7327 -0.6663 -0.004
C -2.7352 6.0960 -0.4943 -0.062
C -1.4719 6.6105 -0.1889 -0.063
C -0.3723 5.7731 -0.0427 -0.001
C -0.5929 4.4193 -0.2121 -0.118
C 2.2755 1.9112 2.2613 -0.126
C 1.8719 2.5624 3.4131 -0.045
C 2.0415 1.8875 4.6113 -0.070
C 2.5890 0.6051 4.6276 -0.046
C 2.9980 -0.0336 3.4619 0.017
C 2.8332 0.6477 2.2651 -0.062
N 1.0668 -1.1903 -2.0875 0.061
H -6.8572 -0.2443 -3.3397 0.099
H -5.8931 -2.0549 -4.7015 0.102
H -3.4850 -2.6073 -4.5793 0.113
H 0.4852 -3.7298 -5.4151 0.112
H 2.4614 -5.1400 -5.8541 0.101
H 4.4760 -4.9998 -4.4415 0.100
H 4.5655 -3.4453 -2.5219 0.114
H -5.4185 1.0813 -1.8074 0.109
H -3.9066 4.3211 -0.9099 0.117
H -3.5695 6.7771 -0.6018 0.105
H -1.3509 7.6777 -0.0632 0.104
H 0.6090 6.1558 0.2003 0.117
H 1.4332 3.5503 3.3695 0.119
H 1.7330 2.3481 5.5396 0.110
H 2.6996 0.0903 5.5722 0.111
H 3.4247 -1.0243 3.5087 0.116
O 3.8727 -4.6194 1.7768 0.126
C 4.6099 -3.5234 1.8524 -0.512
O 5.7052 -3.5391 2.3637 0.077
C 4.0869 -2.2651 1.2289 -0.039
C 4.9575 -1.2281 1.1913 -0.023
N 4.6386 0.0129 0.7151 0.133
N 2.4228 -0.6984 0.2532 0.002
C 2.8013 -2.0659 0.5024 -0.168
C 1.4863 -2.8722 0.5984 -0.519
O 1.5277 -4.0466 0.9482 0.087
O 0.4512 -2.2077 0.2824 -0.170
H 2.9830 -4.4615 1.3549 0.048
H 5.9608 -1.3813 1.5667 0.146
H 5.3093 0.7570 0.8081 0.156
C -2.3681 3.3147 2.8258 -0.385
Se -1.3962 1.6343 2.9347 0.916
C -2.9653 0.5053 3.1809 -0.558
C -2.5229 -0.8479 3.7069 -0.578
Se -1.2095 -1.7258 2.5687 0.941
C -2.4576 -2.5830 1.3485 -0.362
H -3.1162 3.2596 2.0375 0.023
H -1.6590 4.1040 2.5824 0.017
H -2.8404 3.5345 3.7812 0.023
H -3.4898 0.4150 2.2278 0.065
H -3.6173 1.0136 3.8936 0.070
H -3.3703 -1.5266 3.8132 0.067
H -2.0517 -0.7401 4.6845 0.056
H -3.1545 -3.1896 1.9228 0.028
H -1.8553 -3.2162 0.7031 0.019
H -2.9963 -1.8527 0.7468 0.021



19
Properties=species:S:1:pos:R:3:lowdin_charge:R:1 method="wB97M-V/def2-TZVPD" energy_ha=-364.90327 de_lowest_kj_mol=861.7 orbital_gap_ev=9.9
C 2.5510 -0.6975 0.4263 -0.108
C 1.4166 -0.0320 -0.5120 -0.289
C -0.3797 1.0375 -0.1102 -0.312
C -1.8962 0.9197 0.2309 -0.083
C -1.9906 -0.8042 0.2139 -0.163
C 0.0093 -0.3651 0.2028 -0.366
H 2.0446 -0.1497 1.3827 0.091
H 2.2553 -1.9365 0.4141 0.124
H 3.7341 -0.4853 0.0609 0.110
H 1.7201 -0.0098 -1.6406 0.165
H 1.3354 2.3610 -0.3716 0.170
H -0.6347 0.9753 -1.0480 0.067
H -2.6753 1.2767 -0.5861 0.121
H -2.1526 1.3329 1.3999 0.149
H -2.0765 -1.2793 1.2513 0.102
H -3.1286 -1.2671 -0.2670 0.171
H 0.1456 -0.7549 1.3060 0.184
N 1.0822 1.3354 0.0558 -0.027
O -0.8006 -1.2202 -0.6254 -0.106



21
Properties=species:S:1:pos:R:3:lowdin_charge:R:1 method="wB97M-V/def2-TZVPD" energy_ha=-366.29136 de_lowest_kj_mol=374.2 orbital_gap_ev=9.3
C 0.4658 1.2537 -2.1040 -0.100
N 1.7836 0.5165 -1.9382 -0.137
C 1.6273 -0.5810 -1.0509 -0.278
C -0.8360 -1.7728 2.7487 -0.033
C -1.0284 -0.9810 1.6924 -0.216
C -0.0530 -1.0267 0.6312 -0.210
C 0.8563 -0.2054 0.2520 -0.117
H 0.6211 2.3314 -1.9089 0.083
H -0.3172 0.8339 -1.4845 0.045
H 0.1892 1.3183 -3.1450 0.058
H 2.5960 1.1056 -1.6812 0.110
H 2.6249 -0.9907 -0.6906 0.124
H 1.0789 -1.4447 -1.6381 0.141
H 0.1427 -2.3480 3.0706 0.101
H -1.6133 -1.8789 3.5638 0.057
H -2.0390 -0.5114 1.4174 0.116
H -0.2397 -2.0113 0.1070 0.137
H 1.1368 0.6740 0.7828 0.116
H -2.8259 1.8113 1.1115 0.047
H -2.1317 1.7769 -0.3411 0.065
O -2.0384 2.1302 0.6049 -0.110



55
Properties=species:S:1:pos:R:3:lowdin_charge:R:1 method="wB97M-V/def2-TZVPD" energy_ha=-2204.92277 multiplicity=4 orbital_gap_ev="6.8 / 7.6" s_squared=3.77
H 1.9388 -1.1749 2.5736 0.114
N 0.8329 -1.9766 0.9548 -0.087
B -0.0268 -3.5593 -0.9060 -0.543
N 0.7486 -3.2752 0.3740 0.007
C 1.5251 -4.1012 1.0572 -0.069
V 0.2523 -0.6238 -0.1111 0.782
H 1.4480 -5.1274 0.7476 0.123
C 2.1669 -3.3929 2.0684 -0.052
H 2.8764 -3.8187 2.7381 0.086
C 1.7075 -2.0716 2.0100 -0.061
H -0.0697 -4.7178 -1.2098 0.128
C 0.1204 2.6841 -3.0674 -0.054
H -0.4740 3.5661 -2.8388 0.011
H -0.3626 1.7760 -2.6099 0.023
H 0.1529 2.5797 -4.1447 0.007
N 0.6983 -2.7520 -1.9888 -0.024
N -1.3677 -2.8615 -0.7542 0.000
N 0.9712 -1.3956 -1.8696 -0.042
N -1.3924 -1.4705 -0.5671 -0.060
C 1.1005 -3.2241 -3.1824 -0.062
C -2.5810 -3.2973 -1.0981 -0.059
H 0.9438 -4.2858 -3.4081 0.129
H -2.6628 -4.3575 -1.2137 0.120
C 1.7058 -2.1662 -3.8506 -0.061
C -3.4444 -2.2058 -1.1432 -0.041
C 1.6505 -1.0467 -2.9813 -0.100
C -2.6704 -1.0791 -0.8183 -0.087
H 2.1362 -2.2317 -4.8330 0.086
H -4.4876 -2.2294 -1.3694 0.087
H 2.0693 -0.0479 -3.0858 0.110
H -2.8963 -0.0221 -0.7967 0.103
H 1.1539 2.7865 -2.6980 0.022
C 3.0145 2.5614 3.2427 -0.116
C 3.2796 1.9198 2.0261 -0.098
C 2.2386 1.3256 1.3062 -0.074
C 0.9206 1.5008 1.7676 -0.325
C 0.6261 2.1990 2.9752 -0.017
C 1.6964 2.7072 3.7251 -0.089
N -0.0563 1.0157 0.8997 -0.131
C -1.1765 1.8533 0.7144 -0.320
C -2.3973 1.3232 1.1399 -0.085
C -3.5205 2.1387 1.1739 -0.092
C -3.4163 3.4683 0.7533 -0.107
C -2.1901 4.0119 0.3321 -0.087
C -1.0466 3.2108 0.3314 -0.036
H 3.8468 2.9751 3.8092 0.091
H 4.2802 1.8433 1.5940 0.100
H 2.3424 0.7751 0.3390 0.100
H -0.4265 2.3199 3.3019 0.122
H 1.4991 3.2091 4.6800 0.101
H -2.3898 0.2740 1.4520 0.110
H -4.4477 1.7245 1.5651 0.102
H -4.2792 4.1213 0.8160 0.091
H -2.1102 5.0620 0.0330 0.102
H -0.0510 3.5798 0.0444 0.121